Record 1
{
  "formula": "H8O16S3Zn",
  "method": "ωB97M-V/def2-TZVPD",
  "elements": ["Zn", "S", "O", "O", "O", "O", "S", "O", "O", "O", "O", "S", "O", "O", "O", "O", "O", "H", "H", "O", "H", "H", "O", "H", "H", "O", "H", "H"],
  "xyz": [[0.544, 0.307, 0.289], [4.065, -0.855, -3.270], [4.259, -0.498, -4.669], [5.314, -0.499, -2.564], [2.837, -0.227, -2.736], [3.910, -2.297, -3.092], [-2.286, 0.272, 5.062], [-1.282, 0.335, 6.120], [-1.613, 0.409, 3.761], [-2.985, -0.943, 5.145], [-3.336, 1.237, 5.258], [-3.660, -2.412, -1.647], [-4.908, -1.846, -1.077], [-2.467, -1.768, -1.225], [-3.611, -3.836, -1.357], [-3.906, -2.193, -3.079], [-1.175, 1.150, -4.796], [-0.425, 1.013, -4.217], [-1.900, 0.705, -4.358], [-1.226, 3.372, -0.459], [-1.482, 3.723, 0.394], [-1.279, 4.121, -1.053], [2.746, 2.527, 1.963], [2.741, 3.484, 1.969], [3.211, 2.284, 2.764], [2.366, -2.355, 2.065], [3.143, -2.840, 1.786], [2.404, -2.370, 3.021]],
  "forces_ev_per_angstrom": [[-0.051, -0.158, -0.073], [0.890, -0.261, 0.596], [-0.352, 0.454, -1.642], [0.187, 0.845, 0.852], [-0.031, 0.744, 0.207], [-0.433, -1.699, -0.095], [2.411, 1.892, -0.075], [1.158, 0.510, 1.127], [0.089, 0.113, -0.672], [-2.085, -5.667, -0.247], [-1.552, 3.310, 0.241], [-2.072, -1.242, -0.279], [-0.349, 0.466, 0.833], [2.031, 1.674, 0.690], [-0.071, -1.265, 0.285], [0.259, 0.332, -1.764], [-0.145, 0.413, -0.424], [0.329, -0.201, 0.217], [-0.164, -0.296, 0.249], [0.086, 0.022, -0.134], [-0.090, -0.155, 0.381], [0.008, 0.103, -0.242], [0.089, 0.022, -0.152], [-0.107, 0.218, -0.065], [0.007, -0.228, 0.219], [-0.031, -0.004, 0.014], [0.184, -0.046, -0.319], [-0.195, 0.104, 0.270]],
  "total_energy_ha": -4182.08721,
  "multiplicity": 1,
  "total_charge": -4,
  "relative_energy_ev": 9.075,
  "molar_mass_g_mol": 425.64,
  "max_force_ev_per_a": 6.04
}


Record 2
{
  "formula": "C19H53N5O9",
  "method": "ωB97M-V/def2-TZVPD",
  "elements": ["C", "O", "C", "C", "N", "C", "C", "O", "C", "H", "H", "H", "H", "H", "H", "H", "H", "H", "H", "H", "H", "H", "H", "H", "C", "O", "C", "C", "N", "C", "C", "O", "C", "H", "H", "H", "H", "H", "H", "H", "H", "H", "H", "H", "H", "H", "H", "H", "C", "O", "C", "C", "N", "C", "C", "O", "C", "H", "H", "H", "H", "H", "H", "H", "H", "H", "H", "H", "H", "H", "H", "H", "C", "O", "N", "N", "H", "H", "H", "H", "O", "H", "H", "O", "H", "H"],
  "xyz": [[1.397, -1.289, 2.325], [0.924, -1.551, 3.626], [-0.408, -1.977, 3.711], [-0.637, -2.442, 5.128], [-1.966, -2.996, 5.262], [-2.355, -3.475, 6.550], [-3.857, -3.540, 6.677], [-4.396, -4.238, 5.585], [-5.773, -4.027, 5.445], [1.026, -2.027, 1.601], [2.482, -1.362, 2.324], [1.088, -0.298, 1.985], [-0.631, -2.774, 2.992], [-1.061, -1.109, 3.542], [-0.501, -1.639, 5.856], [0.156, -3.169, 5.388], [-2.328, -3.521, 4.487], [-1.955, -2.903, 7.387], [-1.969, -4.505, 6.689], [-4.248, -2.520, 6.787], [-4.111, -4.071, 7.609], [-6.365, -4.362, 6.308], [-6.122, -4.611, 4.591], [-6.031, -2.978, 5.253], [-2.054, -0.790, 0.234], [-2.980, 0.288, 0.349], [-3.218, 0.973, -0.864], [-4.617, 0.711, -1.408], [-5.588, 0.731, -0.339], [-6.932, 0.416, -0.829], [-7.504, 1.440, -1.813], [-8.837, 1.744, -1.445], [-9.720, 1.787, -2.547], [-2.200, -1.334, -0.698], [-2.228, -1.448, 1.088], [-1.046, -0.403, 0.394], [-2.464, 0.753, -1.628], [-3.140, 2.044, -0.651], [-4.656, -0.188, -2.046], [-4.780, 1.579, -2.059], [-5.358, -0.019, 0.304], [-7.607, 0.339, 0.020], [-6.931, -0.560, -1.351], [-7.415, 1.129, -2.856], [-6.910, 2.364, -1.731], [-9.478, 2.632, -3.202], [-10.724, 1.908, -2.146], [-9.668, 0.868, -3.139], [8.825, 2.656, -1.015], [7.899, 2.509, -2.065], [7.762, 1.183, -2.494], [6.706, 1.117, -3.573], [5.367, 1.171, -3.004], [4.376, 1.382, -4.043], [3.032, 0.769, -3.747], [3.035, -0.623, -3.539], [3.280, -1.401, -4.701], [8.582, 3.562, -0.456], [9.844, 2.814, -1.391], [8.800, 1.795, -0.344], [7.497, 0.438, -1.728], [8.715, 0.811, -2.904], [6.843, 0.244, -4.211], [6.900, 1.999, -4.213], [5.372, 1.958, -2.365], [4.740, 1.095, -5.032], [4.128, 2.454, -4.168], [2.331, 1.057, -4.543], [2.675, 1.181, -2.800], [3.323, -2.433, -4.362], [4.280, -1.179, -5.091], [2.492, -1.232, -5.436], [3.458, 3.526, -0.738], [2.469, 2.840, -0.534], [4.682, 3.254, -0.176], [3.389, 4.729, -1.399], [4.758, 2.582, 0.564], [5.440, 3.866, -0.418], [4.220, 5.243, -1.622], [2.494, 4.992, -1.765], [4.423, -1.801, -1.068], [3.656, -1.472, -1.555], [4.353, -2.758, -1.112], [1.150, 0.300, -0.547], [1.944, 0.826, -0.703], [0.460, 0.962, -0.449]],
  "forces_ev_per_angstrom": [[-0.295, -0.012, -0.237], [0.607, -0.442, 0.121], [0.001, 1.014, 0.430], [0.100, -1.093, 0.250], [-0.014, 1.573, 0.150], [-0.007, -1.577, -0.269], [0.125, 0.100, 0.915], [-0.050, 0.202, -0.157], [-0.716, -0.206, -0.321], [-0.053, 0.029, 0.059], [0.026, 0.137, 0.123], [0.059, -0.006, -0.072], [0.007, -0.033, -0.061], [-0.233, -0.224, -0.342], [-0.142, 0.259, -0.220], [-0.057, -0.045, -0.168], [0.129, -0.244, 0.053], [0.097, 0.381, -0.238], [-0.020, 0.069, 0.247], [-0.190, -0.037, -0.432], [-0.025, 0.059, -0.020], [0.272, 0.021, 0.140], [0.164, 0.019, -0.001], [0.220, 0.048, 0.070], [-0.262, 0.414, 0.937], [0.092, -0.437, -0.250], [-0.061, 0.350, 0.214], [0.559, 0.552, -0.248], [-0.651, -0.256, -0.268], [0.114, -0.384, -0.553], [0.594, 0.828, 0.736], [-0.226, -0.442, -0.381], [0.194, 0.214, 0.099], [0.291, -0.053, -0.069], [-0.190, -0.108, -0.177], [0.171, -0.210, -0.566], [0.020, -0.151, 0.070], [-0.018, -0.042, 0.117], [-0.044, -0.132, 0.164], [-0.306, -0.245, -0.172], [0.304, 0.264, 0.197], [-0.044, 0.107, 0.012], [-0.067, -0.010, 0.216], [-0.233, -0.246, -0.005], [-0.043, -0.058, 0.029], [-0.122, 0.005, -0.034], [-0.042, 0.026, -0.062], [-0.048, -0.044, 0.035], [0.215, 0.369, 0.084], [-0.409, 0.162, 0.512], [0.382, -1.367, -0.813], [0.338, 0.882, -0.114], [0.352, -0.165, -0.412], [-0.449, 0.956, -0.218], [-0.165, -0.218, 0.444], [-0.121, -0.389, -0.120], [0.481, 0.343, 0.808], [-0.164, -0.101, 0.014], [-0.021, -0.310, -0.077], [0.056, 0.023, 0.070], [-0.084, 0.577, 0.423], [0.010, 0.224, -0.071], [-0.131, -0.202, 0.231], [-0.035, -0.152, -0.118], [-0.247, -0.105, 0.137], [0.191, -0.325, 0.154], [0.238, -0.016, -0.027], [-0.056, -0.092, 0.015], [-0.128, 0.078, -0.119], [-0.306, -0.083, -0.152], [-0.167, 0.085, -0.335], [0.086, -0.137, -0.202], [-0.133, 0.532, 1.198], [0.081, -0.149, -0.347], [-0.263, 0.378, -0.963], [0.225, -0.645, -0.012], [0.014, -0.150, -0.128], [0.274, -0.224, 0.402], [-0.155, 0.185, -0.099], [0.055, 0.030, -0.197], [0.017, -0.073, 0.122], [0.091, 0.127, -0.212], [-0.047, -0.030, 0.041], [-0.035, -0.255, -0.144], [-0.050, 0.174, 0.175], [0.069, 0.126, -0.010]],
  "total_energy_ha": -1706.52447,
  "multiplicity": 1,
  "relative_energy_ev": 0.193,
  "smiles": "COCCNCCOC.COCCNCCOC.COCCNCCOC.NC(N)=O.O.O",
  "molar_mass_g_mol": 495.66,
  "max_force_ev_per_a": 1.64
}


Record 3
{
  "formula": "C42H55BrMgN8OS2SeSi4Te",
  "method": "ωB97M-V/def2-TZVPD",
  "elements": ["Mg", "Br", "C", "C", "C", "C", "C", "C", "N", "N", "C", "C", "C", "C", "O", "C", "N", "C", "C", "C", "C", "H", "H", "H", "H", "H", "H", "H", "H", "H", "N", "C", "S", "N", "C", "C", "C", "C", "C", "C", "H", "H", "H", "H", "H", "H", "H", "H", "C", "Si", "C", "C", "Si", "Te", "Si", "C", "C", "C", "Si", "C", "C", "C", "H", "H", "H", "H", "H", "H", "H", "H", "H", "H", "H", "H", "H", "H", "H", "H", "H", "H", "H", "H", "H", "H", "H", "H", "H", "H", "H", "C", "N", "C", "Se", "N", "C", "C", "C", "C", "C", "C", "H", "H", "H", "H", "H", "H", "H", "H", "S", "C", "C", "N", "C", "H", "H", "H"],
  "xyz": [[0.087, 1.216, 0.388], [11.399, -0.277, 6.846], [9.597, -0.287, 6.258], [8.577, -0.263, 7.188], [7.262, -0.252, 6.745], [6.968, -0.264, 5.390], [8.012, -0.302, 4.466], [9.328, -0.312, 4.896], [5.581, -0.201, 5.058], [5.340, -0.195, 3.853], [3.984, -0.094, 3.496], [2.944, 0.042, 4.395], [1.624, 0.221, 3.987], [1.275, 0.270, 2.640], [0.067, 0.485, 2.200], [2.355, 0.118, 1.689], [2.002, 0.230, 0.375], [2.939, 0.200, -0.544], [4.296, 0.019, -0.227], [4.667, -0.109, 1.083], [3.688, -0.048, 2.102], [8.806, -0.249, 8.246], [6.443, -0.225, 7.453], [7.776, -0.318, 3.410], [10.138, -0.338, 4.180], [3.190, 0.028, 5.449], [0.836, 0.357, 4.719], [2.616, 0.340, -1.569], [5.029, 0.014, -1.024], [5.703, -0.239, 1.363], [1.184, -2.858, -3.003], [1.268, -1.511, -3.157], [-0.001, -0.519, -2.707], [2.442, -1.113, -3.708], [2.975, 0.182, -3.933], [4.366, 0.270, -4.009], [4.984, 1.495, -4.190], [4.221, 2.649, -4.311], [2.839, 2.553, -4.269], [2.206, 1.328, -4.082], [0.458, -3.160, -2.369], [2.024, -3.415, -2.972], [3.117, -1.847, -3.847], [4.966, -0.632, -3.924], [6.065, 1.547, -4.228], [4.700, 3.612, -4.431], [2.228, 3.439, -4.380], [1.130, 1.276, -4.037], [-0.321, 7.072, 2.438], [0.213, 5.329, 1.975], [-0.957, 4.076, 2.742], [1.912, 4.980, 2.681], [0.127, 5.273, -0.353], [0.630, 3.067, -1.420], [-1.988, 6.025, -1.069], [-3.367, 5.616, 0.152], [-2.395, 5.268, -2.736], [-1.970, 7.895, -1.273], [1.757, 6.635, -1.329], [3.432, 5.852, -1.023], [1.480, 6.747, -3.183], [1.768, 8.389, -0.647], [-0.232, 7.267, 3.512], [-1.362, 7.246, 2.147], [0.293, 7.808, 1.909], [-0.879, 4.093, 3.833], [-0.712, 3.060, 2.413], [-1.999, 4.272, 2.475], [1.906, 5.106, 3.768], [2.674, 5.648, 2.267], [2.217, 3.952, 2.460], [-3.263, 4.617, 0.583], [-4.349, 5.675, -0.328], [-3.357, 6.329, 0.983], [-2.229, 4.187, -2.740], [-1.732, 5.689, -3.500], [-3.430, 5.469, -3.032], [-1.700, 8.389, -0.334], [-2.949, 8.275, -1.585], [-1.235, 8.193, -2.028], [3.473, 4.868, -1.499], [3.605, 5.704, 0.048], [4.246, 6.466, -1.420], [1.228, 5.766, -3.602], [2.381, 7.113, -3.687], [0.659, 7.432, -3.420], [2.125, 8.417, 0.388], [0.764, 8.824, -0.667], [2.423, 9.031, -1.245], [-0.531, -2.265, 3.421], [-1.451, -2.703, 2.384], [-1.094, -3.093, 1.132], [0.567, -3.213, 0.400], [-2.261, -3.345, 0.474], [-3.362, -3.114, 1.290], [-4.726, -3.191, 1.070], [-5.557, -2.846, 2.129], [-5.035, -2.432, 3.355], [-3.664, -2.348, 3.566], [-2.841, -2.699, 2.511], [0.474, -2.558, 3.133], [-0.796, -2.739, 4.365], [-0.566, -1.181, 3.519], [-2.271, -3.634, -0.488], [-5.128, -3.499, 0.112], [-6.630, -2.889, 1.994], [-5.711, -2.167, 4.157], [-3.257, -2.013, 4.513], [-4.360, -0.168, -0.270], [-4.143, 1.455, -0.777], [-2.888, 1.865, -0.484], [-2.106, 0.914, 0.142], [-2.760, -0.203, 0.307], [-4.934, 2.008, -1.259], [-2.464, 2.833, -0.712], [-2.338, -1.078, 0.783]],
  "forces_ev_per_angstrom": [[-0.460, -0.667, -0.161], [-0.023, -0.014, -0.010], [0.070, 0.000, -0.068], [-0.070, -0.019, 0.074], [-0.042, 0.013, 0.107], [0.134, 0.045, 0.045], [-0.122, -0.002, -0.102], [-0.091, -0.020, -0.020], [0.277, -0.056, 0.876], [-0.096, -0.041, -0.859], [-0.360, 0.094, -0.123], [0.257, -0.060, 0.009], [-0.236, -0.048, -0.028], [0.248, 0.144, -0.046], [0.230, 0.168, 0.149], [-0.128, 0.025, -0.125], [0.245, 0.224, 0.225], [-0.163, -0.071, 0.063], [0.035, -0.052, -0.029], [0.018, -0.031, 0.013], [0.098, -0.023, 0.012], [-0.020, 0.008, -0.027], [0.023, 0.004, -0.027], [0.044, 0.015, 0.026], [-0.007, 0.008, 0.021], [-0.059, 0.016, 0.012], [0.061, 0.019, 0.011], [0.032, 0.066, 0.175], [-0.039, -0.019, 0.034], [-0.014, 0.024, -0.011], [-0.148, -0.003, 0.046], [0.017, 0.006, 0.055], [-0.066, -0.143, 0.046], [0.020, 0.166, -0.038], [-0.029, -0.013, -0.078], [0.063, -0.025, -0.001], [0.000, -0.054, 0.011], [-0.063, 0.000, 0.018], [0.091, -0.050, -0.083], [-0.009, 0.057, -0.149], [0.019, 0.002, 0.052], [0.013, 0.030, -0.033], [0.051, -0.030, -0.066], [-0.017, 0.043, 0.047], [-0.018, -0.004, -0.014], [-0.015, -0.023, -0.030], [0.017, -0.022, 0.060], [0.094, 0.008, -0.030], [-0.048, 0.127, 0.026], [-0.047, 0.055, 0.067], [-0.135, -0.040, -0.090], [0.202, -0.006, -0.117], [-0.111, -0.062, -0.134], [-0.068, 0.487, -0.006], [-0.007, 0.075, -0.011], [-0.019, -0.063, 0.145], [0.064, -0.100, -0.155], [0.067, 0.126, 0.043], [0.138, 0.094, 0.058], [0.099, -0.119, 0.039], [-0.176, -0.088, -0.143], [-0.084, 0.091, 0.115], [-0.012, -0.039, -0.057], [0.074, -0.005, 0.038], [-0.041, -0.028, 0.063], [0.016, -0.011, -0.036], [-0.032, 0.006, 0.104], [0.070, -0.014, 0.023], [-0.013, -0.017, -0.031], [-0.058, -0.043, 0.052], [0.008, 0.045, 0.017], [-0.046, 0.038, -0.042], [0.067, 0.038, 0.012], [-0.016, -0.070, -0.048], [-0.031, 0.060, -0.006], [-0.069, -0.055, 0.048], [0.074, 0.026, 0.038], [-0.039, -0.021, -0.081], [0.055, -0.045, 0.016], [-0.079, 0.004, 0.052], [0.022, 0.046, 0.041], [0.021, 0.010, -0.085], [-0.061, -0.005, 0.010], [0.044, 0.087, 0.030], [-0.042, 0.001, 0.031], [0.073, -0.066, -0.002], [-0.020, -0.004, -0.085], [0.101, -0.002, 0.004], [-0.015, -0.051, 0.039], [-0.077, -0.029, 0.087], [-0.008, 0.045, 0.053], [-0.195, 0.036, 0.080], [0.012, -0.065, 0.108], [-0.188, -0.187, 0.016], [0.104, -0.232, -0.117], [-0.046, -0.072, -0.042], [0.015, 0.008, -0.026], [0.049, -0.006, -0.005], [-0.019, 0.049, 0.105], [0.240, -0.033, 0.086], [0.004, -0.017, -0.025], [-0.013, -0.083, -0.007], [-0.110, -0.111, -0.045], [0.032, -0.006, -0.047], [0.011, -0.005, 0.061], [0.033, -0.008, 0.013], [0.021, 0.001, -0.025], [-0.032, -0.021, -0.066], [-0.031, 0.070, 0.023], [-0.031, -0.062, -0.013], [0.024, -0.163, 0.076], [0.222, 0.213, -0.288], [0.101, 0.127, 0.142], [0.071, -0.020, 0.033], [0.042, -0.079, 0.011], [-0.016, 0.491, -0.199]],
  "total_energy_ha": -9544.93250,
  "multiplicity": 1,
  "relative_energy_ev": 0.707,
  "molar_mass_g_mol": 1175.20,
  "max_force_ev_per_a": 0.92
}